The following is a quantum chemistry calculation of C22H35Cl3MgN3O6 as an isolated structure in a non-equilibrium geometry, from the OMol25 dataset.

Geometry as ORCA input:
```
! RIJCOSX wB97M-V def2-TZVPD def2/J DEFGRID3
* xyz -1 1
H 3.928 4.656 -2.389
H 0.634 -3.698 -0.508
C -1.327 -2.989 0.765
Mg 0.300 0.723 -0.299
H 2.383 -3.384 -2.257
H -1.498 -0.841 4.113
C -1.014 -1.821 -2.937
C -2.004 -4.205 0.626
H -2.849 -0.514 2.983
H 0.132 2.395 3.244
C -1.690 1.319 1.789
C -0.537 -2.741 1.892
O -1.034 -0.740 0.045
C -1.401 -1.961 -0.386
H -1.297 2.104 -4.139
H 3.947 5.083 -0.670
C 2.662 2.213 -0.964
C -0.516 -3.673 2.935
H -2.243 3.628 -4.080
C -1.887 -5.183 1.614
N -1.400 0.975 3.054
Cl 3.039 2.747 2.389
Cl 3.096 0.760 4.564
H -4.465 3.484 -2.636
N 3.693 3.044 -1.076
C -0.635 -2.450 -1.637
Cl 2.176 -0.612 -1.309
H 1.347 -4.743 -2.711
H 5.566 2.587 -1.919
H -2.581 -4.375 -0.288
C -2.167 -0.067 3.714
H -2.590 1.550 -0.802
H -0.704 -2.468 -3.765
C 0.411 -3.277 -1.494
N -2.866 2.102 -2.765
H -2.641 0.872 1.436
O -0.988 2.023 1.036
H -2.097 -1.653 -2.986
O 2.557 -1.120 2.230
C 1.372 -3.658 -2.569
H -0.510 -0.855 -3.051
H 0.301 0.935 4.275
H -4.888 1.888 -3.295
H -2.745 0.362 4.546
C -4.275 2.405 -2.545
H -0.908 2.163 4.699
H 4.294 0.751 2.502
H 2.395 4.623 -1.459
C 2.272 0.067 2.090
H 0.070 -1.830 1.938
H 2.964 1.123 -1.021
H 0.037 -3.428 3.844
H 5.072 1.568 -0.531
O -0.866 1.381 -1.915
C -2.296 2.530 -4.036
H -2.365 -6.155 1.471
H 1.169 -3.177 -3.530
C 3.469 4.441 -1.417
O 1.312 0.629 1.474
C -2.079 1.656 -1.775
C -1.170 -4.902 2.788
H -2.954 2.192 -4.843
C -0.403 1.667 3.858
O 1.468 2.508 -0.841
H -2.460 -1.945 -0.730
H -1.113 -5.651 3.580
C 5.073 2.587 -0.936
H 5.612 3.264 -0.259
C 3.282 1.040 2.822
H -4.565 2.069 -1.545
*
```

Output
Frontier orbital gap ... 6.74 eV
Electronic energy ... -83156.112 eV
Strongest force on any atom ... 2.29 eV/A
Lowest unoccupied orbital energy ... 2.3 eV

Atom charges from the Mulliken analysis, given in e for atoms 1 to 2:
1. H 0.3086
2. H 0.2728

The following is a quantum chemistry calculation of the molecule C2H6N2O3 in a non-equilibrium geometry, from the OMol25 dataset.

Geometry as ORCA input:
```
! RIJCOSX wB97M-V def2-TZVPD def2/J DEFGRID3
* xyz 0 1
O -0.025 0.247 1.813
H 2.063 1.266 -0.866
H 0.692 0.043 2.430
C -1.245 -1.196 -0.583
H -2.293 -1.060 -0.839
N -0.524 0.035 -0.873
H -0.907 0.885 -0.089
H -0.824 -1.951 -1.251
O 1.255 1.888 0.832
C 0.501 0.932 0.767
H -1.121 -1.567 0.437
O 1.659 0.517 -1.355
N 0.770 -0.039 -0.422
*
```

Output
SMILES ... CNN(O)C(=O)O
Frontier orbital gap ... 8.69 eV
Electronic energy ... -11289.042 eV
Strongest force on any atom ... 7.60 eV/A
Lowest unoccupied orbital energy ... -0.7 eV

Atom charges from the Mulliken analysis, given in e for atoms 1 to 2:
1. O -0.4446
2. H 0.3364

The following is a quantum chemistry calculation of a 4-piece molecular cluster, C33H72FN6O6Si overall in a non-equilibrium geometry, from the OMol25 dataset.

Geometry as ORCA input:
```
! RIJCOSX wB97M-V def2-TZVPD def2/J DEFGRID3
* xyz 1 1
H 8.330 2.821 -1.010
H 1.745 2.194 -2.885
H -8.867 -2.441 4.528
C 4.261 5.244 -3.665
H 1.261 3.221 3.778
H -4.554 -1.542 1.471
C -9.340 -4.313 0.811
H 3.376 5.410 -4.285
C 8.028 2.020 -0.274
H 3.060 0.179 1.095
N 1.378 1.394 -2.364
C 0.291 -0.832 -0.853
H -10.530 -2.946 -0.120
H 5.800 5.705 -5.986
H 3.638 1.867 0.074
H 0.982 2.211 6.385
H -7.412 -3.768 1.707
O 3.637 -2.309 -0.762
H -0.393 2.538 3.647
C 3.512 -1.813 0.304
H 2.006 -6.630 1.954
H -9.819 -3.762 3.863
C -8.893 -3.197 3.742
H -8.027 -3.853 3.864
H -1.158 -2.439 -0.706
H 0.496 2.981 2.196
H 9.546 2.832 0.867
O 1.128 1.254 3.081
H -3.242 -1.618 -0.934
H -5.695 -1.933 0.104
C -1.863 -0.737 -2.454
H -4.601 1.602 2.196
H 6.020 4.947 -7.549
H -6.243 -0.917 1.488
H 6.957 3.951 -4.576
C 0.145 0.903 -2.739
N 8.684 2.313 1.020
H -8.110 -2.564 0.637
C 0.280 1.403 6.168
C 0.669 -3.219 0.228
H 4.532 2.155 -4.702
H -0.582 1.826 5.652
H 3.481 3.421 -5.320
H -1.144 -4.494 0.375
C -6.535 1.443 -0.403
H 2.547 1.561 4.570
H -10.201 -5.380 2.520
H -2.979 1.151 1.562
H 6.552 -0.166 -0.419
H 6.071 2.691 -1.015
H -3.919 2.637 0.891
H -8.915 -4.645 -0.143
H 1.601 -0.258 6.068
H -0.110 2.425 -4.059
H 2.261 -5.495 0.520
H -10.952 -3.242 1.396
H 5.179 0.389 0.668
C 1.841 0.796 4.224
N -0.080 -0.639 4.892
C 0.952 0.286 5.375
H 0.220 -5.320 -0.526
H -1.847 -1.817 -2.775
C 4.725 0.692 -1.468
C 5.571 3.526 -5.986
H -7.412 0.814 -0.086
C -2.869 -0.602 -1.236
N 6.921 3.394 -5.429
H 8.307 1.032 -0.724
H 2.447 -0.047 3.872
H -2.306 -0.178 -0.350
H -9.993 -6.355 1.080
H -6.573 1.665 -1.504
C -8.357 -3.292 1.416
H -0.085 1.017 7.123
C -0.028 -4.636 0.337
H -8.585 -5.930 2.053
H 6.077 2.572 0.780
C -5.364 -1.118 0.803
H 2.272 -4.837 2.190
N -0.512 1.504 -3.844
C 5.434 4.903 -6.628
O -8.884 -2.529 2.491
C 5.759 0.622 -0.266
C 2.481 -0.688 0.683
H 5.278 1.174 -2.324
H 8.052 2.826 1.636
H 1.148 -3.004 1.228
H 1.456 -3.265 -0.579
N -10.650 -3.709 0.542
F 4.315 -2.285 1.345
Si -4.889 0.517 -0.043
C 2.130 0.908 -1.295
H 4.382 -0.314 -1.827
H -0.560 -0.184 4.116
C 3.486 1.611 -1.006
C 1.776 -5.619 1.534
C -0.323 -2.023 -0.065
H 4.395 5.117 -6.887
O 0.370 -5.312 1.530
O 4.678 3.886 -3.683
H 5.457 2.784 -6.783
C -3.973 1.575 1.256
C 6.448 2.068 -0.154
H -0.837 -1.696 0.888
H 7.050 2.440 -5.099
C 0.603 2.567 3.200
H 4.017 5.509 -2.635
H -2.275 -0.106 -3.289
C 1.607 -0.213 -0.511
C -0.446 -0.234 -1.996
H 3.604 2.580 -1.578
H 5.076 5.895 -3.984
H -1.498 1.691 -3.634
C -9.538 -5.557 1.672
H 0.374 -1.441 4.458
C 4.489 3.227 -4.929
H 1.830 -1.111 1.491
H -6.551 2.400 0.191
O -3.965 0.289 -1.494
*
```

Output
Frontier orbital gap ... 6.89 eV
Electronic energy ... -67201.694 eV
Strongest force on any atom ... 2.61 eV/A
Lowest unoccupied orbital energy ... -3.6 eV

Atom charges from the Mulliken analysis, given in e for atoms 1 to 2:
1. H 0.2761
2. H 0.1777